(1)
Density functional theory data (ωB97M-V/def2-TZVPD) for a 2-piece molecular cluster, C2H2BrF3 overall in a non-equilibrium geometry.

Its net charge is 0. The max |F| comes out at 5.7 eV Å⁻¹. The value obtained for the total energy is -80298.7110 eV. The calculation puts the energy above the lowest of the compared OMol25 structures with the same formula, charge and spin at 63.2 kcal per mole. The calculation puts the molecular weight at 162.9 u.

Cartesian coordinates (Å):
C1 -0.84 0.61 -0.15
C2 0.71 -0.80 0.15
F1 -1.07 1.11 0.98
F2 -0.41 1.57 -1.05
F3 0.67 -1.56 -0.89
Br1 2.41 0.16 0.23
H1 -1.83 0.14 -0.47
H2 0.36 -1.21 1.20

=====

(2)
Density functional theory data (ωB97M-V/def2-TZVPD) for a 2-piece molecular cluster, C3H7O2P overall in a non-equilibrium geometry.

Its net charge is 0. The max |F| comes out at 3.3 eV Å⁻¹. The value obtained for the total energy is -16606.3738 eV. The calculation puts the energy above the lowest of the compared OMol25 structures with the same formula, charge and spin at 53.3 kcal per mole. The structure (SMILES) is CC=C=O.OP. The calculation puts the molecular weight at 106.1 u.

Cartesian coordinates (Å):
C1 -0.05 -1.61 -2.32
C2 0.20 -0.63 -1.13
C3 -0.66 0.27 -0.76
O1 -1.44 0.97 -0.20
H1 -1.06 -1.53 -2.81
H2 0.06 -2.61 -1.85
H3 0.69 -1.51 -3.14
H4 1.11 -0.51 -0.57
O2 1.01 1.19 1.87
P1 0.05 1.37 3.20
H5 1.75 1.79 2.10
H6 -0.77 0.34 2.74
H7 -0.88 2.47 2.88

=====

(3)
Density functional theory data (ωB97M-V/def2-TZVPD) for one molecule with the formula Br2H2NOP in a non-equilibrium geometry.

Its net charge is 0. The max |F| comes out at 5.7 eV Å⁻¹. The value obtained for the total energy is -152945.8802 eV. The calculation puts the energy above the lowest of the compared OMol25 structures with the same formula, charge and spin at 12.7 kcal per mole. The structure (SMILES) is NP(=O)(Br)Br. The calculation puts the molecular weight at 222.8 u.

Cartesian coordinates (Å):
N1 0.31 0.07 -0.18
P1 1.77 0.02 0.62
O1 1.81 -0.06 2.20
Br1 2.69 -1.79 -0.18
Br2 3.06 1.58 -0.18
H1 0.38 -0.52 -1.00
H2 -0.43 0.00 0.50

=====

(4)
Density functional theory data (ωB97M-V/def2-TZVPD) for a 2-piece molecular cluster, C7H10ClNO2 overall in a non-equilibrium geometry.

Its net charge is 0. The max |F| comes out at 5.0 eV Å⁻¹. The value obtained for the total energy is -25522.7396 eV. The calculation puts the energy above the lowest of the compared OMol25 structures with the same formula, charge and spin at 115.9 kcal per mole. The structure (SMILES) is C=C(C)/C=C\[N+](=O)[O-].C=CCl. The calculation puts the molecular weight at 175.6 u.

Cartesian coordinates (Å):
C1 3.37 0.46 -0.36
C2 2.15 0.04 -0.56
C3 1.59 -0.55 -1.82
C4 1.17 0.14 0.62
C5 0.04 0.83 0.64
N1 -0.17 1.93 -0.23
O1 -0.97 2.69 0.12
O2 0.56 2.16 -1.18
H1 3.50 0.90 0.61
H2 4.24 0.48 -1.00
H3 0.85 0.15 -2.04
H4 1.08 -1.55 -1.63
H5 2.20 -0.68 -2.72
H6 1.33 -0.53 1.43
H7 -0.57 0.79 1.58
C6 -3.45 -0.52 1.24
C7 -3.25 -1.81 1.11
Cl1 -3.74 -2.75 -0.37
H8 -3.36 0.05 2.23
H9 -3.84 0.18 0.49
H10 -2.71 -2.38 1.85

=====

(5)
Density functional theory data (ωB97M-V/def2-TZVPD) for a 2-piece molecular cluster, C3H7NP overall in a non-equilibrium geometry.

Its net charge is +1. The max |F| comes out at 3.9 eV Å⁻¹. The value obtained for the total energy is -13992.5544 eV. The calculation puts the energy above the lowest of the compared OMol25 structures with the same formula, charge and spin at 24.3 kcal per mole. The calculation puts the molecular weight at 88.1 u.

Cartesian coordinates (Å):
C1 -1.93 0.02 0.06
C2 -3.15 0.43 -0.16
C3 1.98 -0.40 -0.39
N1 2.57 0.57 0.22
P1 -0.39 -0.46 0.40
H1 -3.88 0.20 -1.01
H2 -3.58 1.28 0.43
H3 1.89 -0.51 -1.51
H4 2.01 -1.31 0.02
H5 2.48 0.46 1.23
H6 2.44 1.44 -0.23
H7 -0.44 -1.73 0.94

=====

(6)
Density functional theory data (ωB97M-V/def2-TZVPD) for an isolated ion of composition C6H11N2 and charge +1 in a non-equilibrium geometry.

Its net charge is +1. The max |F| comes out at 4.6 eV Å⁻¹. The value obtained for the total energy is -9365.1236 eV. The calculation puts the energy above the lowest of the compared OMol25 structures with the same formula, charge and spin at 116.1 kcal per mole. The calculation puts the molecular weight at 111.2 u. The multiplicity is 3.

Cartesian coordinates (Å):
C1 1.35 -0.24 1.06
C2 -0.15 -1.23 -0.70
C3 1.36 -0.92 -0.21
C4 1.55 1.08 0.36
C5 0.53 1.11 -0.76
C6 -0.71 0.20 -0.89
N1 1.77 0.34 -0.94
N2 -1.74 0.48 0.14
H1 0.60 -0.42 1.80
H2 2.20 -0.67 1.69
H3 -0.13 -1.75 -1.73
H4 -0.68 -1.62 0.15
H5 1.93 -1.80 -0.39
H6 2.02 1.96 0.85
H7 0.64 1.95 -1.36
H8 -1.17 0.49 -1.87
H9 -2.66 0.44 -0.42
H10 -1.57 1.37 0.59
H11 -1.90 -0.16 0.88

=====

(7)
Density functional theory data (ωB97M-V/def2-TZVPD) for C18H28B3F12N3O2SnTl as an isolated structure in a non-equilibrium geometry.

Its net charge is +1. The max |F| comes out at 2.8 eV Å⁻¹. The value obtained for the total energy is -72852.9461 eV. The calculation puts the molecular weight at 901.9 u.

Cartesian coordinates (Å):
Tl1 -1.45 -2.75 -1.94
Sn1 1.24 2.40 -1.92
B1 -0.52 -0.03 -0.41
F1 -1.85 -0.10 -0.83
F2 0.29 -0.24 -1.54
F3 -0.10 1.15 0.18
F4 -0.31 -1.14 0.45
B2 -0.93 0.97 -3.92
F5 -1.35 1.39 -5.17
F6 -1.24 2.01 -3.01
F7 -1.45 -0.25 -3.53
F8 0.51 0.84 -3.91
B3 1.63 -3.70 -1.37
F9 0.89 -4.00 -0.17
F10 0.86 -4.40 -2.35
F11 1.60 -2.36 -1.67
F12 2.90 -4.23 -1.30
C1 3.48 1.70 1.22
C2 4.24 0.89 0.13
O1 3.35 0.39 -0.74
H1 2.40 1.52 1.21
H2 3.63 2.78 1.14
H3 3.76 1.34 2.21
H4 4.77 0.03 0.65
H5 5.04 1.47 -0.36
C3 3.30 -1.43 3.06
C4 4.80 -1.75 3.08
C5 4.85 -2.86 2.04
O2 3.96 -2.47 1.04
C6 2.79 -1.94 1.69
H6 3.13 -0.36 3.16
H7 2.70 -1.87 3.87
H8 5.23 -2.09 4.02
H9 5.34 -0.88 2.71
H10 4.72 -3.83 2.54
H11 5.87 -2.98 1.66
H12 2.05 -2.74 1.79
H13 2.48 -1.15 1.00
N1 -1.74 4.08 -0.39
C7 -1.39 5.12 -1.19
C8 -0.15 5.60 -0.78
C9 0.19 4.77 0.30
C10 -0.79 3.84 0.58
H14 -2.68 3.70 -0.43
H15 -2.10 5.60 -1.84
H16 0.26 6.52 -1.17
H17 1.12 4.89 0.85
H18 -0.91 3.11 1.36
N2 -4.25 1.33 -1.09
C11 -4.62 1.95 0.08
C12 -4.98 3.24 -0.27
C13 -4.73 3.41 -1.65
C14 -4.31 2.19 -2.13
H19 -3.96 0.36 -1.12
H20 -4.61 1.40 1.00
H21 -5.38 4.02 0.36
H22 -4.68 4.41 -2.06
H23 -4.04 1.93 -3.15
N3 -2.89 -5.22 0.63
C15 -3.89 -4.36 0.29
C16 -3.54 -3.09 0.70
C17 -2.28 -3.18 1.37
C18 -1.84 -4.50 1.09
H24 -2.86 -6.18 0.34
H25 -4.74 -4.68 -0.28
H26 -4.18 -2.22 0.71
H27 -1.76 -2.43 1.93
H28 -0.86 -4.92 1.24

=====

(8)
Density functional theory data (ωB97M-V/def2-TZVPD) for C25H30N3O9RuS3 as an isolated structure in a non-equilibrium geometry.

Its net charge is 0. The max |F| comes out at 5.4 eV Å⁻¹. The value obtained for the total energy is -84392.7017 eV. The calculation puts the energy above the lowest of the compared OMol25 structures with the same formula, charge and spin at 38.4 kcal per mole. The calculation puts the molecular weight at 713.8 u. The multiplicity is 2.

Cartesian coordinates (Å):
Ru1 0.97 0.77 0.01
C1 4.38 2.47 -2.38
C2 3.11 2.17 -1.66
N1 2.68 1.00 -1.44
O1 3.41 -0.06 -1.89
C3 2.27 3.21 -1.09
C4 2.67 4.65 -0.98
N2 1.16 2.76 -0.61
O2 0.29 3.36 0.06
H1 4.60 1.68 -3.09
H2 5.20 2.51 -1.65
H3 4.32 3.43 -2.90
H4 2.86 -0.82 -1.58
H5 3.64 4.73 -0.49
H6 1.92 5.17 -0.40
H7 2.74 5.11 -1.97
O3 0.12 -1.30 5.36
S1 1.20 -0.36 5.28
O4 2.24 -0.42 6.26
N3 1.90 -0.41 3.76
C5 1.74 0.71 3.15
S2 2.59 1.09 1.67
C6 0.93 1.75 3.87
C7 0.55 3.00 3.43
C8 -0.18 3.80 4.31
C9 -0.52 3.35 5.58
C10 -0.14 2.08 6.00
C11 0.57 1.30 5.12
H8 0.80 3.34 2.43
H9 -0.49 4.79 4.00
H10 -1.10 3.98 6.24
H11 -0.40 1.71 6.99
O5 -1.16 0.09 0.25
C12 -1.48 0.54 -0.89
O6 -0.59 0.82 -1.73
C13 -2.92 0.70 -1.23
C14 -3.26 1.40 -2.38
C15 -4.60 1.63 -2.72
C16 -5.54 1.12 -1.86
O7 -6.90 1.21 -1.95
C17 -7.43 0.56 -0.80
O8 -6.34 0.01 -0.07
C18 -5.20 0.41 -0.72
C19 -3.90 0.18 -0.37
H12 -2.46 1.78 -3.00
H13 -4.88 2.17 -3.61
H14 -8.11 -0.24 -1.11
H15 -7.96 1.28 -0.18
H16 -3.62 -0.36 0.52
C20 -1.00 -4.42 1.05
C21 -0.03 -3.99 -0.05
C22 -0.72 -3.06 -1.04
S3 0.37 -2.01 -2.02
O9 1.36 -1.43 -1.01
C23 1.32 -3.30 -2.90
C24 2.62 -3.71 -2.23
C25 3.31 -4.82 -3.01
H17 -0.52 -5.13 1.72
H18 -1.89 -4.89 0.62
H19 -1.32 -3.56 1.64
H20 0.35 -4.87 -0.57
H21 0.81 -3.46 0.40
H22 -1.35 -2.34 -0.50
H23 -1.35 -3.59 -1.76
H24 1.52 -2.88 -3.89
H25 0.64 -4.15 -3.02
H26 2.42 -4.05 -1.21
H27 3.29 -2.85 -2.16
H28 2.68 -5.71 -3.08
H29 4.24 -5.10 -2.52
H30 3.55 -4.50 -4.03

=====

(9)
Density functional theory data (ωB97M-V/def2-TZVPD) for C5H6BiCl2O4RuS as an isolated structure in a non-equilibrium geometry.

Its net charge is +4. The max |F| comes out at 11.8 eV Å⁻¹. The value obtained for the total energy is -57717.6522 eV. The calculation puts the energy above the lowest of the compared OMol25 structures with the same formula, charge and spin at 0.0 kcal per mole. The calculation puts the molecular weight at 543.1 u. The multiplicity is 6.

Cartesian coordinates (Å):
Bi1 3.31 -3.84 -1.38
Ru1 0.70 -0.70 0.67
Cl1 4.77 -2.36 -0.06
Cl2 1.36 -2.18 -0.98
C1 0.08 0.46 -0.53
C2 5.71 -5.15 -1.45
C3 3.97 -6.15 -3.40
O1 -0.38 1.22 -1.31
O2 6.81 -5.13 -1.77
O3 4.26 -7.02 -4.08
C4 0.82 2.30 2.99
S1 0.27 0.60 3.29
C5 -1.38 0.75 2.61
O4 1.31 -0.18 2.36
H1 0.31 2.98 3.68
H2 0.55 2.66 1.98
H3 1.90 2.36 3.20
H4 -1.79 1.71 2.94
H5 -1.34 0.66 1.52
H6 -1.95 -0.07 3.03

=====

(10)
Density functional theory data (ωB97M-V/def2-TZVPD) for a 2-piece molecular cluster, C3H10S3 overall in a non-equilibrium geometry.

Its net charge is 0. The max |F| comes out at 1.4 eV Å⁻¹. The value obtained for the total energy is -35778.3735 eV. The calculation puts the energy above the lowest of the compared OMol25 structures with the same formula, charge and spin at 10.7 kcal per mole. The structure (SMILES) is CCS.CSS. The calculation puts the molecular weight at 142.3 u.

Cartesian coordinates (Å):
C1 -1.02 1.21 -0.29
C2 0.02 2.23 -0.75
S1 -0.77 3.47 -1.82
H1 -1.36 0.66 -1.16
H2 -0.48 0.45 0.27
H3 -1.78 1.72 0.29
H4 0.78 1.73 -1.35
H5 0.59 2.75 0.03
H6 -0.65 4.73 -1.38
C3 1.34 -2.76 1.59
S2 1.21 -2.36 -0.21
S3 -0.82 -2.07 -0.31
H7 2.40 -2.60 1.78
H8 0.73 -2.04 2.12
H9 1.05 -3.79 1.76
H10 -1.24 -3.32 -0.57

=====

(11)
Density functional theory data (ωB97M-V/def2-TZVPD) for a 2-piece molecular cluster, C2H7NO3 overall in a non-equilibrium geometry.

Its net charge is 0. The max |F| comes out at 1.6 eV Å⁻¹. The value obtained for the total energy is -9819.6208 eV. The calculation puts the energy above the lowest of the compared OMol25 structures with the same formula, charge and spin at 30.9 kcal per mole. The structure (SMILES) is O=CO.NCO. The calculation puts the molecular weight at 93.1 u.

Cartesian coordinates (Å):
O1 -0.92 0.80 1.81
C1 -1.41 0.11 0.99
O2 -1.69 -1.19 1.22
H1 -1.68 0.48 0.00
H2 -1.72 -1.61 0.34
N1 1.91 -0.83 -0.67
C2 1.66 0.48 -1.26
O3 0.28 0.71 -1.49
H3 1.36 -0.94 0.17
H4 1.55 -1.51 -1.32
H5 2.15 1.23 -0.64
H6 2.22 0.47 -2.19
H7 0.16 1.02 -2.42

=====

(12)
Density functional theory data (ωB97M-V/def2-TZVPD) for a 8-piece molecular cluster, C36H108N15O8P5S3 overall in a non-equilibrium geometry.

Its net charge is -1. The max |F| comes out at 4.9 eV Å⁻¹. The value obtained for the total energy is -156765.0995 eV. The calculation puts the molecular weight at 1130.4 u. The multiplicity is 2.

Cartesian coordinates (Å):
O1 -3.02 -4.53 4.73
P1 -1.76 -3.96 4.16
N1 -0.27 -4.45 4.99
C1 1.11 -4.31 4.44
C2 -0.32 -5.17 6.22
N2 -1.71 -2.23 3.96
C3 -0.53 -1.59 3.36
C4 -2.35 -1.45 4.96
N3 -1.49 -4.43 2.55
C5 -2.46 -3.99 1.53
C6 -0.93 -5.76 2.27
H1 1.67 -3.93 5.29
H2 1.07 -3.62 3.61
H3 1.51 -5.27 4.11
H4 0.36 -6.02 6.27
H5 -1.34 -5.46 6.45
H6 0.03 -4.52 7.03
H7 0.29 -1.62 4.08
H8 -0.32 -2.05 2.39
H9 -0.78 -0.54 3.22
H10 -3.01 -0.75 4.45
H11 -2.86 -2.07 5.68
H12 -1.66 -0.70 5.37
H13 -2.65 -2.93 1.68
H14 -2.14 -4.14 0.49
H15 -3.39 -4.55 1.62
H16 -1.63 -6.57 2.45
H17 -0.05 -5.97 2.89
H18 -0.69 -5.96 1.23
O2 1.86 -2.53 0.92
P2 2.33 -2.99 -0.37
N4 1.32 -2.61 -1.70
C7 1.55 -2.93 -3.12
C8 0.03 -1.90 -1.56
N5 2.57 -4.70 -0.39
C9 1.45 -5.61 -0.83
C10 3.63 -5.33 0.47
N6 3.89 -2.35 -0.84
C11 4.68 -2.97 -1.85
C12 4.12 -0.97 -0.63
H19 1.72 -3.98 -3.35
H20 2.42 -2.32 -3.36
H21 0.81 -2.56 -3.84
H22 -0.80 -2.38 -2.07
H23 0.03 -0.95 -2.11
H24 -0.16 -1.70 -0.51
H25 0.95 -5.13 -1.67
H26 1.87 -6.59 -1.04
H27 0.64 -5.67 -0.11
H28 3.12 -6.00 1.17
H29 4.42 -5.91 0.00
H30 4.05 -4.55 1.10
H31 4.87 -4.03 -1.68
H32 4.24 -2.87 -2.85
H33 5.63 -2.45 -1.79
H34 3.72 -0.68 0.35
H35 3.62 -0.44 -1.44
H36 5.19 -0.77 -0.69
O3 -2.84 4.80 3.83
P3 -3.38 3.67 4.60
N7 -2.18 2.71 5.40
C13 -0.84 2.68 4.74
C14 -2.37 1.93 6.69
N8 -4.15 2.54 3.53
C15 -5.15 1.52 3.96
C16 -3.70 2.43 2.11
N9 -4.53 4.20 5.77
C17 -5.97 3.96 5.81
C18 -4.05 4.98 6.87
H37 -0.17 3.12 5.48
H38 -0.78 3.39 3.91
H39 -0.58 1.67 4.43
H40 -3.43 1.67 6.71
H41 -2.28 2.56 7.57
H42 -1.76 1.03 6.74
H43 -4.92 0.54 3.54
H44 -5.10 1.35 5.04
H45 -6.12 1.91 3.65
H46 -3.34 3.41 1.82
H47 -2.91 1.69 1.97
H48 -4.49 2.06 1.46
H49 -6.10 3.22 6.61
H50 -6.55 4.85 6.06
H51 -6.32 3.47 4.89
H52 -4.60 4.71 7.77
H53 -4.24 6.02 6.61
H54 -2.98 4.78 6.97
O4 3.42 -1.44 -5.43
P4 3.75 -0.38 -6.38
N10 5.26 0.35 -5.99
C19 5.72 1.61 -6.45
C20 5.86 -0.07 -4.71
N11 2.61 0.94 -6.48
C21 2.77 2.15 -7.29
C22 1.83 1.21 -5.30
N12 3.97 -0.71 -8.04
C23 2.85 -1.37 -8.74
C24 5.18 -1.27 -8.53
H55 6.80 1.76 -6.38
H56 5.28 2.35 -5.77
H57 5.55 1.78 -7.51
H58 5.97 -1.15 -4.61
H59 5.18 0.31 -3.96
H60 6.82 0.39 -4.47
H61 3.37 1.97 -8.18
H62 1.81 2.49 -7.69
H63 3.27 2.92 -6.69
H64 2.38 1.67 -4.48
H65 1.06 1.95 -5.56
H66 1.49 0.27 -4.87
H67 1.92 -0.90 -8.44
H68 2.90 -1.34 -9.83
H69 2.94 -2.43 -8.54
H70 5.36 -2.19 -7.98
H71 6.01 -0.65 -8.19
H72 5.29 -1.47 -9.59
O5 -2.91 1.31 -1.88
P5 -4.31 0.95 -1.94
N13 -4.71 -0.33 -2.96
C25 -3.65 -1.11 -3.70
C26 -6.09 -0.84 -3.22
N14 -5.21 2.35 -2.38
C27 -6.50 2.34 -2.99
C28 -4.93 3.48 -1.55
N15 -4.84 0.36 -0.40
C29 -6.27 0.34 0.07
C30 -4.03 -0.59 0.42
H73 -2.70 -1.23 -3.19
H74 -3.42 -0.52 -4.58
H75 -4.04 -2.09 -3.97
H76 -6.34 -1.84 -2.84
H77 -6.25 -0.85 -4.29
H78 -6.82 -0.18 -2.75
H79 -6.48 1.60 -3.79
H80 -7.34 2.12 -2.33
H81 -6.68 3.30 -3.47
H82 -4.18 3.31 -0.78
H83 -4.69 4.35 -2.16
H84 -5.85 3.81 -1.06
H85 -6.76 1.24 -0.29
H86 -6.77 -0.57 -0.27
H87 -6.41 0.40 1.15
H88 -2.98 -0.47 0.15
H89 -4.32 -1.60 0.13
H90 -4.12 -0.46 1.50
C31 5.88 2.22 -0.36
S1 6.68 1.85 1.27
O6 7.23 3.17 1.87
C32 5.21 1.47 2.35
H91 6.48 2.63 -1.18
H92 5.18 3.05 -0.26
H93 5.25 1.41 -0.71
H94 5.52 1.14 3.34
H95 4.53 0.69 2.01
H96 4.53 2.32 2.49
C33 3.96 5.14 1.85
S2 2.79 6.52 2.33
O7 2.75 7.48 1.15
C34 1.31 5.45 2.22
H97 3.99 4.38 2.63
H98 4.96 5.56 1.82
H99 3.71 4.78 0.86
H100 0.40 5.96 2.54
H101 1.50 4.62 2.91
H102 1.04 5.21 1.19
C35 0.81 0.94 0.91
S3 1.42 2.39 -0.09
O8 2.87 2.50 0.23
C36 1.11 1.47 -1.66
H103 -0.21 0.71 0.62
H104 0.90 1.36 1.92
H105 1.44 0.06 0.81
H106 0.04 1.37 -1.83
H107 1.41 0.42 -1.57
H108 1.68 1.98 -2.44

=====

Question: Which value of molecular weight does entry 6 give?
Answer: 111.2 u

=====

Question: What is the molecular weight in the ninth record?
Answer: 543.1 u

=====

Question: The highest max |F| belongs to which entry?
Answer: C5H6BiCl2O4RuS

=====

Question: Which of these has the highest molecular weight?
Answer: C36H108N15O8P5S3